{
  "formula": "C9H40F6O11P",
  "method": "ωB97M-V with the def2-TZVPD basis set",
  "multiplicity": 2,
  "energy_ha": -2135.07171,
  "orbital_gap_ev": [9.13, 2.67],
  "symbols": ["P", "F", "F", "F", "F", "F", "F", "C", "O", "H", "H", "H", "H", "C", "C", "O", "H", "H", "H", "H", "H", "H", "C", "C", "O", "H", "H", "H", "H", "H", "H", "C", "C", "O", "H", "H", "H", "H", "H", "H", "C", "C", "O", "H", "H", "H", "H", "H", "H", "O", "H", "H", "O", "H", "H", "O", "H", "H", "O", "H", "H", "O", "H", "H", "O", "H", "H"],
  "xyz": [[-0.8229, 0.0990, 0.9157], [-0.4362, 0.8167, 2.3619], [0.7433, 0.0160, 0.6095], [-0.7342, -1.4572, 1.4823], [-1.1648, -0.5239, -0.5924], [-2.4326, 0.2265, 1.1957], [-0.8125, 1.5435, 0.2484], [-5.1538, -1.6737, 0.0930], [-4.7546, -1.1171, 1.2841], [-5.5327, -0.8807, -0.5517], [-4.3770, -2.3231, -0.3107], [-6.0114, -2.3225, 0.2710], [-3.8720, -0.7676, 1.1412], [5.1421, 1.5322, 0.5441], [4.4909, 0.3026, -0.2774], [3.2290, 0.7832, -0.7581], [5.3053, 2.3350, -0.1748], [6.0700, 1.1627, 0.9807], [4.5220, 1.8236, 1.3919], [4.4276, -0.6053, 0.3224], [5.1022, -0.0831, -1.0933], [2.5726, 0.5203, -0.1088], [2.5724, -4.4861, -0.2949], [2.7207, -3.0204, -0.0275], [2.8388, -2.3937, -1.2764], [1.8942, -4.6525, -1.1319], [2.0567, -5.0035, 0.5140], [3.5112, -5.0393, -0.3209], [3.6022, -2.9145, 0.6048], [1.8857, -2.5323, 0.4751], [2.7448, -1.4401, -1.2184], [2.0153, 4.5084, 0.9757], [2.0851, 3.2033, 1.6865], [1.0728, 3.0306, 2.7029], [2.2552, 5.2977, 1.6882], [1.0399, 4.6763, 0.5193], [2.8068, 4.4290, 0.2305], [2.9583, 3.2937, 2.3327], [2.1258, 2.2902, 1.0927], [0.4586, 2.3368, 2.4521], [-2.3866, -0.9887, -3.6066], [-2.7136, -0.9489, -5.1034], [-3.9290, -1.6666, -5.2497], [-1.7115, -0.1960, -3.2842], [-2.0905, -1.9566, -3.2021], [-3.2667, -0.8088, -2.9892], [-2.0205, -1.2596, -5.8852], [-2.9188, 0.1110, -5.2534], [-3.6826, -2.5750, -5.0610], [-0.0746, -0.0449, 4.6559], [-0.4983, 0.6970, 4.2243], [0.8612, 0.0961, 4.5119], [1.1391, 2.4523, -1.6789], [1.9590, 1.9790, -1.5375], [0.4749, 1.9165, -1.2453], [0.2182, -2.6156, -2.2515], [0.5016, -2.9231, -1.3905], [-0.0284, -1.7015, -2.1106], [-0.7647, -2.7104, 3.9652], [-0.8238, -2.5242, 3.0281], [-0.6356, -1.8539, 4.3725], [-2.6893, 3.7842, 1.0300], [-2.0256, 3.5276, 0.3898], [-3.3770, 3.1244, 0.9402], [-4.8974, 2.2400, 0.8487], [-4.9621, 1.3032, 1.0341], [-5.8022, 2.5518, 0.8695]],
  "forces_ev_per_a": [[-1.66, -2.52, -2.14], [-0.44, -0.09, -0.63], [1.30, -0.14, -0.01], [-0.44, 2.19, -0.05], [0.36, 0.43, 1.35], [1.75, 0.00, 0.53], [-0.20, 1.20, 0.02], [-1.07, -0.75, -0.70], [0.40, 0.75, 1.49], [0.36, -0.18, -0.76], [0.05, 0.28, -0.57], [-0.07, -0.07, 0.18], [0.07, -0.08, 0.29], [-0.05, -2.39, -1.17], [0.75, 1.60, 1.22], [0.22, -0.81, 0.02], [0.06, 0.11, 0.33], [0.26, 0.34, -0.14], [-0.25, 0.02, -0.22], [-0.60, 0.19, 0.49], [0.03, 0.83, -0.36], [-0.36, -0.17, 0.02], [-1.08, -1.03, 0.82], [0.06, 0.27, 0.16], [0.96, 0.23, -0.77], [0.55, -0.10, -0.41], [-0.14, 0.27, 0.44], [0.08, 0.32, -0.77], [0.28, 0.44, 0.14], [-0.31, -0.49, 0.47], [-0.06, 0.07, 0.06], [-0.16, 1.49, -0.22], [-0.97, -2.54, 1.77], [1.76, 2.04, -0.86], [-0.11, 0.17, -0.25], [0.14, -0.18, -0.09], [-0.12, 0.10, -0.12], [0.56, 0.02, 0.24], [-0.23, 0.37, -0.32], [-1.38, -1.71, -0.45], [0.52, -0.26, 0.48], [-0.93, 0.84, 1.37], [-0.20, -0.17, -0.65], [0.48, -0.22, -0.16], [0.64, -0.09, -0.39], [-0.53, 0.35, -0.59], [0.58, -0.15, 0.56], [-0.30, -0.03, -0.61], [-0.29, -0.24, -0.02], [0.12, 0.09, 0.84], [-0.29, -0.12, 0.08], [0.25, -0.17, 0.04], [-0.08, 0.60, 0.11], [0.43, -0.25, -0.21], [-0.36, -0.18, 0.00], [-0.29, -0.28, -0.38], [0.12, 0.00, 0.10], [-0.20, 0.23, 0.09], [-0.02, -0.72, 0.19], [-0.05, 0.04, -0.05], [0.05, 0.37, 0.07], [0.88, 0.67, 0.26], [0.06, -0.06, -0.21], [-0.68, -0.39, 0.02], [-0.08, 0.00, -0.11], [0.05, -0.59, 0.16], [-0.16, 0.22, -0.01]]
}

---

{
  "formula": "C9H4CrF5NS2Se2Te2",
  "method": "ωB97M-V with the def2-TZVPD basis set",
  "multiplicity": 2,
  "energy_ha": -8079.36005,
  "orbital_gap_ev": [6.41, 6.67],
  "charge": -1,
  "symbols": ["Cr", "S", "C", "N", "C", "C", "C", "C", "C", "C", "S", "H", "H", "H", "H", "Se", "Te", "Te", "Se", "F", "C", "F", "C", "F", "F", "F"],
  "xyz": [[0.3931, 1.2446, -0.6875], [-0.4916, 0.0089, -2.6939], [-0.7754, -0.9899, -1.3562], [-0.2683, -0.6349, -0.1869], [-0.6063, -1.5093, 0.8324], [-0.2481, -1.3972, 2.1730], [-0.6734, -2.3748, 3.0532], [-1.4460, -3.4531, 2.6212], [-1.8134, -3.5698, 1.2919], [-1.3914, -2.5907, 0.4048], [-1.7135, -2.4585, -1.3073], [0.3363, -0.5447, 2.4940], [-0.4063, -2.2981, 4.0991], [-1.7668, -4.2033, 3.3325], [-2.4191, -4.4006, 0.9544], [1.4744, 1.7678, 1.5070], [0.8833, 4.1519, 1.9638], [-1.7343, 3.7609, 1.5951], [-1.3980, 2.6633, -0.6915], [2.5225, 3.2307, -1.2475], [1.8762, 2.1780, -1.8120], [2.7275, 1.0683, -1.7046], [1.7661, 2.4997, -3.2961], [1.7136, 1.4005, -4.0583], [2.8056, 3.2297, -3.7502], [0.6532, 3.2209, -3.5301]],
  "forces_ev_per_a": [[0.07, 0.73, 0.35], [-0.14, -0.04, 0.15], [0.08, 0.10, -0.10], [0.06, -0.06, -0.24], [-0.02, -0.12, 0.05], [0.01, 0.02, -0.06], [-0.01, -0.01, 0.01], [0.00, -0.03, 0.04], [-0.01, 0.00, -0.01], [0.03, 0.06, 0.01], [0.04, 0.02, 0.10], [-0.01, -0.01, 0.02], [0.01, 0.01, 0.01], [0.00, -0.01, 0.00], [0.00, -0.01, -0.01], [-0.03, -0.24, -0.18], [0.11, 0.05, -0.02], [-0.08, -0.07, -0.10], [-0.08, -0.05, -0.12], [-0.06, 0.00, -0.07], [-0.16, -0.66, 0.67], [0.21, 0.10, -0.07], [-0.21, 0.27, -0.48], [-0.01, 0.07, 0.03], [0.01, -0.04, 0.05], [0.20, -0.09, -0.02]]
}

---

{
  "formula": "C9H4FeN3OS3",
  "method": "ωB97M-V with the def2-TZVPD basis set",
  "multiplicity": 2,
  "energy_ha": -3043.06519,
  "orbital_gap_ev": [6.36, 7.96],
  "symbols": ["Fe", "S", "C", "S", "C", "C", "N", "C", "N", "O", "N", "C", "C", "C", "C", "C", "S", "H", "H", "H", "H"],
  "xyz": [[0.0602, -0.8828, -0.8161], [0.4369, -1.9797, 1.1310], [-0.2496, -3.3457, 0.3138], [-1.1138, -2.8106, -1.0927], [-0.0971, -4.6337, 0.7012], [0.6594, -4.9523, 1.8762], [1.2763, -5.1960, 2.8152], [-0.6773, -5.7066, -0.0500], [-1.1461, -6.5654, -0.6534], [-0.9574, 0.6101, -0.2387], [-0.4259, 1.8332, -0.2933], [-1.0689, 2.8137, 0.3749], [-0.5956, 4.0937, 0.3483], [0.5602, 4.3717, -0.3888], [1.1984, 3.3533, -1.0514], [0.7007, 2.0458, -0.9923], [1.4583, 0.6966, -1.7315], [-1.9543, 2.4948, 0.9028], [-1.1154, 4.8617, 0.9006], [0.9506, 5.3788, -0.4341], [2.1006, 3.5196, -1.6214]],
  "forces_ev_per_a": [[-0.64, 0.57, 0.70], [-0.04, 0.32, -0.97], [-0.03, -0.39, 0.26], [0.60, 0.78, 0.00], [-0.02, -0.22, 0.11], [-0.05, -0.01, -0.15], [0.00, 0.03, 0.04], [0.04, 0.09, 0.10], [-0.02, 0.00, -0.04], [0.32, -0.75, -0.07], [-0.03, 0.26, -0.04], [-0.16, 0.04, 0.07], [0.01, 0.00, 0.00], [0.03, -0.07, -0.05], [-0.01, 0.12, 0.03], [0.11, -0.07, -0.14], [-0.12, -0.64, 0.17], [0.01, -0.05, 0.00], [-0.02, -0.01, -0.02], [0.01, -0.01, 0.01], [0.00, 0.01, 0.00]]
}

---

{
  "formula": "C9H4INO",
  "method": "ωB97M-V with the def2-TZVPD basis set",
  "multiplicity": 1,
  "energy_ha": -772.81578,
  "orbital_gap_ev": [6.80, 6.80],
  "symbols": ["C", "C", "C", "C", "C", "C", "C", "C", "C", "N", "O", "I", "H", "H", "H", "H"],
  "xyz": [[-1.0123, 2.0041, -0.1986], [-2.2498, 1.6487, -0.1537], [2.3046, 0.3736, 0.1901], [1.4392, 1.4468, 0.0197], [1.8636, -0.9627, 0.0482], [0.0789, 1.2024, -0.0598], [-0.4591, -0.2711, -0.0396], [0.5481, -1.2866, -0.0386], [-3.0117, 0.6253, -0.2200], [-1.6607, -0.6996, -0.0594], [0.0929, -2.5330, -0.0166], [-4.6823, -0.5435, 0.0285], [3.3677, 0.6296, 0.0973], [1.7023, 2.4345, 0.3133], [2.5699, -1.8092, 0.2634], [-0.8913, -2.2593, -0.1743]],
  "forces_ev_per_a": [[-0.61, -0.92, 0.55], [1.28, 1.56, -0.47], [-0.24, 1.87, -1.88], [1.40, -1.46, 1.46], [0.78, -1.55, 1.04], [-2.90, -0.67, -0.44], [-0.47, 2.00, -0.46], [1.70, 0.02, 0.64], [2.02, -4.20, 0.88], [-1.86, 2.43, -0.55], [-1.94, 0.49, -0.66], [0.11, 0.90, -0.19], [-0.31, -0.43, 0.78], [0.61, 0.72, -0.50], [-0.64, 0.95, -0.65], [1.08, -1.70, 0.44]]
}

---

{
  "formula": "C9H4NO9SZr",
  "method": "ωB97M-V with the def2-TZVPD basis set",
  "multiplicity": 1,
  "energy_ha": -1522.76673,
  "orbital_gap_ev": 8.18,
  "charge": -1,
  "symbols": ["Zr", "O", "C", "O", "C", "C", "C", "C", "C", "C", "S", "H", "H", "H", "H", "O", "C", "O", "C", "O", "O", "O", "N", "O", "O"],
  "xyz": [[1.3516, 0.0762, -0.8632], [-0.5748, 0.4316, -1.8261], [-0.8612, 0.9750, -0.7133], [-0.0162, 1.7821, -0.2369], [-1.8979, 0.3233, 0.1426], [-2.9715, 1.0114, 0.6808], [-3.8585, 0.3589, 1.5238], [-3.6231, -0.9741, 1.8366], [-2.5222, -1.6460, 1.3245], [-1.6245, -1.0208, 0.4574], [-0.1872, -1.9373, -0.1183], [-3.1122, 2.0576, 0.4355], [-4.7096, 0.8818, 1.9405], [-4.2951, -1.5001, 2.5050], [-2.3401, -2.6755, 1.6089], [4.9541, -1.5723, -1.7635], [3.8901, -1.0297, -1.7462], [2.9144, -1.2134, -0.8568], [3.4783, 0.0360, -2.8280], [4.2358, 0.4443, -3.6534], [2.1948, 0.4033, -2.6692], [2.7857, 1.8374, 2.2074], [2.4112, 1.2274, 1.2645], [1.6173, 0.2182, 1.3081], [2.7608, 1.5050, 0.0392]],
  "forces_ev_per_a": [[-0.39, -0.76, -0.60], [-0.29, 0.08, -0.24], [-0.40, -0.11, -0.12], [-0.27, 0.20, 0.45], [0.19, 0.23, -0.20], [-0.11, -0.05, 0.03], [0.05, -0.05, -0.02], [0.03, -0.02, -0.01], [-0.07, -0.06, 0.03], [0.19, -0.21, -0.14], [-0.26, 0.52, 0.32], [0.02, -0.02, 0.00], [0.01, 0.00, -0.01], [0.00, 0.02, -0.01], [0.01, 0.03, -0.03], [0.17, -0.15, 0.06], [-0.58, 0.07, 0.15], [0.84, -0.22, -0.47], [-0.69, -0.10, 0.37], [0.05, 0.10, -0.24], [1.00, 0.03, -0.25], [0.06, 0.02, 0.15], [-0.12, -0.50, -1.24], [0.52, 0.61, 0.97], [0.02, 0.36, 1.04]]
}